A structure of composition C35H31GeIN2O4Pd. Source: the Open Molecules 2025 dataset; level of theory: ωB97M-V/def2-TZVPD.

Calculated values
E in eV: -116046.635
Energy relative to the best compared isomer or geometry (same formula, charge and spin) in kJ/mol: 65.9
Gap between HOMO and LUMO (spin up / spin down) in eV: 3.64 / 3.66
Largest force on an atom in hartree/bohr: 0.0144
2S+1: 1
Charge: +2

Each line ends with the Mulliken charge.
CARTESIAN COORDINATES (ANGSTROEM)
Pd -0.40 0.84 -0.63  -0.1867
C -2.96 -2.37 2.16  -1.1496
C -3.15 -2.34 0.71  0.9034
N -4.17 -2.96 0.15  -0.4941
C -4.22 -2.99 -1.18  -0.4296
C -3.24 -2.50 -2.11  0.3268
C -3.54 -2.69 -3.59  -0.7827
O -4.62 -3.55 -3.82  -0.5442
C -2.20 -1.78 -1.61  0.6451
C -1.24 -1.17 -2.55  -0.9826
N -0.39 -0.23 -2.32  0.0907
C 0.58 0.06 -3.34  0.2428
C 1.13 -1.02 -4.04  -0.3555
C 2.05 -0.81 -5.04  -0.8379
C 2.43 0.49 -5.35  -0.8284
C 1.91 1.55 -4.63  -0.8793
C 1.00 1.37 -3.60  -0.2766
I 2.08 0.32 -0.19  -0.0496
C -2.10 -1.65 -0.13  0.6996
O -1.19 -1.10 0.44  -0.6685
H -3.83 -2.81 2.64  0.3676
H -2.76 -1.36 2.53  0.3327
H -2.07 -2.95 2.40  0.3640
H -5.14 -3.39 -1.60  0.5638
H -2.64 -3.02 -4.12  0.4778
H -3.82 -1.71 -4.00  0.3684
H -4.32 -4.47 -3.86  0.3540
H -1.27 -1.57 -3.56  0.7692
H 0.88 -2.03 -3.75  0.6559
H 2.49 -1.65 -5.56  0.4382
H 3.15 0.67 -6.14  0.4450
H 2.23 2.56 -4.88  0.5187
O -0.61 1.95 1.02  -0.6674
C -1.86 2.13 0.84  1.2252
O -2.41 1.52 -0.13  -0.5179
C -2.61 3.15 1.63  -0.6819
C -3.56 3.96 0.74  -1.3800
Ge -2.94 4.48 -1.07  2.5940
C -1.08 3.84 -1.47  -0.3505
C -0.78 2.80 -2.32  -1.3524
C 0.60 2.62 -2.84  1.5594
C 1.65 3.14 -1.93  -0.6796
C 1.35 4.07 -0.99  -1.1952
C 0.01 4.49 -0.86  -0.1245
C -4.14 3.84 -2.45  0.3204
C -5.50 3.75 -2.13  -0.9375
C -6.43 3.36 -3.08  -0.7909
C -6.02 3.05 -4.37  -0.4766
C -4.68 3.16 -4.71  -0.9063
C -3.75 3.55 -3.75  -0.0557
C -2.77 6.41 -1.13  -0.0314
C -2.31 7.14 -0.03  -0.1184
C -2.21 8.52 -0.06  -0.8009
C -2.59 9.21 -1.20  -0.4734
C -3.06 8.51 -2.31  -0.7374
C -3.15 7.13 -2.27  -0.4084
H -1.87 3.79 2.11  0.2835
H -3.14 2.63 2.43  0.4246
H -3.82 4.89 1.24  0.5007
H -4.48 3.40 0.58  0.5148
H -1.58 2.29 -2.85  0.8315
H 0.61 3.43 -3.61  0.7656
H 2.68 2.86 -2.14  0.5798
H 2.12 4.51 -0.37  0.5333
H -0.19 5.36 -0.25  0.3977
H -5.85 4.00 -1.13  0.3364
H -7.48 3.31 -2.82  0.4383
H -6.75 2.76 -5.11  0.4402
H -4.36 2.95 -5.72  0.4636
H -2.72 3.68 -4.07  0.4709
H -2.03 6.62 0.89  0.3378
H -1.86 9.06 0.81  0.4214
H -2.53 10.29 -1.23  0.4002
H -3.36 9.05 -3.19  0.4222
H -3.52 6.60 -3.14  0.3266